{
  "formula": "C5H10NO",
  "method": "wB97M-V/def2-TZVPD",
  "species": ["O", "C", "C", "C", "C", "C", "N", "H", "H", "H", "H", "H", "H", "H", "H", "H", "H"],
  "xyz": [[-1.431, 0.210, -1.628], [-0.282, 0.343, -1.976], [0.889, -0.458, -1.442], [0.831, -0.761, 0.011], [0.186, 0.265, 0.803], [0.515, 1.310, 1.612], [-1.378, -0.254, 1.027], [-0.204, 1.061, -2.772], [0.810, -1.440, -1.871], [1.849, -0.038, -1.750], [1.766, -1.018, 0.683], [0.283, -1.692, 0.176], [0.302, 1.329, 2.653], [0.942, 2.294, 1.320], [-1.874, -0.152, 0.096], [-1.329, -1.238, 1.292], [-1.874, 0.237, 1.766]],
  "lowdin_charge": [0.045, -0.177, -0.117, -0.180, -0.203, 0.112, 0.206, 0.132, 0.130, 0.135, 0.189, 0.125, 0.070, 0.106, 0.135, 0.142, 0.149],
  "e_above_lowest_kcal_mol": 90.3,
  "total_charge": 1,
  "orbital_gap_ev": 9.2,
  "homo_ha": -0.50717
}